# 1
Molecular formula: C2H7O2Pb
Method: DFT, ωB97M-V with the def2-TZVPD basis set

Values from the calculation:
E: -423.60551 Ha
LUMO level (alpha / beta): 3.81 / 3.78 eV
M: 270.28 u
Relative energy (zero: lowest compared OMol25 entry of this formula, charge and spin): 0.000 eV
Strongest force on any atom: 3.82 eV Å⁻¹

ORCA input file:
```
! RIJCOSX wB97M-V def2-TZVPD def2/J DEFGRID3
* xyz -1 1
C 2.3355 0.4110 0.3961
H 2.7538 0.3780 1.4192
H 3.2408 0.5745 -0.2168
H 1.6641 1.2696 0.5436
O 3.1825 -3.0378 -0.4342
Pb 4.2788 -1.3041 -0.4744
H 1.2630 -1.2987 0.4947
O 1.5274 -0.5695 -0.1990
C 2.9845 -4.0407 -1.4591
H 1.9152 -4.2893 -1.6022
H 3.4416 -3.8156 -2.4437
H 3.4871 -4.9804 -1.1550
*
```



# 2
Molecular formula: C5H15NO
Method: DFT, ωB97M-V with the def2-TZVPD basis set

Values from the calculation:
E: -329.45435 Ha
SMILES: CNCC(C)C.O
LUMO level: 0.73 eV
M: 105.18 u
Relative energy (zero: lowest compared OMol25 entry of this formula, charge and spin): 1.449 eV
Strongest force on any atom: 2.44 eV Å⁻¹

ORCA input file:
```
! RIJCOSX wB97M-V def2-TZVPD def2/J DEFGRID3
* xyz 0 1
C -1.1527 -1.7008 1.3644
N -0.3385 -0.5762 1.7505
C -0.6328 0.7062 1.0830
C 0.6335 1.4484 0.5875
C 1.7029 1.4365 1.6564
C 0.2766 2.8857 0.0840
H -2.2145 -1.6016 1.6516
H -1.1617 -1.6527 0.2802
H -0.7563 -2.6054 1.7978
H -0.3140 -0.3519 2.7366
H -1.3292 0.4308 0.2908
H -1.2007 1.5523 1.5275
H 0.9725 0.9217 -0.3472
H 2.5563 2.0602 1.3906
H 1.3929 1.7347 2.6662
H 1.9978 0.3907 1.7293
H -0.4795 2.8880 -0.6923
H -0.2458 3.3000 0.9654
H 1.2339 3.3444 -0.1589
O -0.2794 -3.5972 -5.5303
H -0.9826 -2.9308 -5.5059
H 0.3870 -3.1945 -4.9673
*
```



Among the records above, which one has the lowest M?
C5H15NO